[1]
DFT (ωB97M-V/def2-TZVPD) results for C28H32N4O4S in the gas phase in a non-equilibrium geometry.

Computed properties:
Charge: 0
HOMO, eV: -7.7
Structure (SMILES): Cc1cccc(C)c1NC(=O)CN(C)C(=O)c1cccc(S(=O)(=O)N2CCN(c3ccccc3)CC2)c1
Frontier orbital gap, eV: 8.069
Energy, Eh: -2004.37820
Energy relative to the best compared isomer or geometry (same formula, charge and spin), kJ/mol: 15.8
Largest force on an atom, eV Å⁻¹: 1.06

XYZ file:
```
69
Properties=species:S:1:pos:R:3:forces:R:3
C -4.506750 -3.017752 -1.902234 0.0319 -0.0253 0.0376
C -3.363840 -3.278486 -0.968313 0.0011 0.0717 0.0979
C -2.672648 -4.478974 -0.996282 0.0345 0.0240 0.0110
C -1.625692 -4.708596 -0.121287 0.0225 -0.0507 -0.0081
C -1.249846 -3.729283 0.777667 -0.0353 -0.0100 -0.0162
C -1.912751 -2.509394 0.828301 -0.0411 0.0594 -0.0431
C -1.469000 -1.442597 1.779384 -0.0696 -0.0584 0.1165
C -2.984877 -2.303077 -0.040902 0.1465 -0.4009 0.1174
N -3.699531 -1.081205 -0.042072 0.3028 -0.1976 -0.5949
C -4.344755 -0.537621 1.006855 -0.4951 0.5488 0.0166
O -4.411558 -1.011194 2.120367 -0.0435 -0.1253 0.2438
C -4.982435 0.817910 0.650516 -0.0778 -0.2921 -0.0784
N -3.942948 1.818667 0.475955 -0.1821 -0.0445 0.0265
C -3.582597 2.560152 1.660285 0.1010 0.2127 0.3396
C -3.345443 1.910442 -0.725914 0.0344 0.0897 -0.0662
O -3.713796 1.244001 -1.687132 -0.0287 0.0271 -0.2671
C -2.170022 2.826451 -0.851134 0.4080 -0.0344 -0.0067
C -2.159690 3.841061 -1.803217 -0.0259 -0.0453 0.0626
C -1.033714 4.628472 -1.977693 -0.0657 -0.0214 0.0345
C 0.100939 4.399889 -1.213180 0.1921 0.0366 0.0542
C 0.090059 3.374176 -0.289140 0.4713 -0.0239 0.1959
S 1.502360 3.018467 0.751842 -0.3791 -0.1797 -0.3139
O 1.049962 2.982482 2.111957 -0.0961 -0.2382 0.0554
O 2.569096 3.918595 0.410101 -0.1138 -0.0412 -0.2539
N 1.808111 1.440784 0.273607 -0.3329 0.9257 0.3964
C 2.623013 1.341652 -0.920518 0.4093 0.1243 -0.4968
C 4.122294 1.461795 -0.599829 -0.1902 0.1228 -0.2706
N 4.504704 0.492955 0.406489 0.0637 0.2437 0.1797
C 4.943575 -0.770261 0.027067 0.1927 -0.2799 -0.0080
C 5.876612 -0.896583 -1.009701 -0.0488 0.0684 -0.0924
C 6.382145 -2.128030 -1.370524 -0.0343 -0.0153 -0.0393
C 5.986049 -3.277077 -0.705970 0.0130 -0.1557 0.0250
C 5.077577 -3.167526 0.330527 0.0961 -0.1241 -0.0795
C 4.559124 -1.938095 0.692989 -0.1195 0.1736 0.0812
C 3.714970 0.674422 1.604921 -0.2215 -0.1772 0.0844
C 2.215678 0.523358 1.321369 0.2103 -0.1138 0.6349
C -1.024787 2.585048 -0.101118 -0.3294 0.0176 -0.1348
H -4.717674 -3.898550 -2.502649 -0.0255 -0.0217 -0.0638
H -5.403446 -2.754007 -1.342353 -0.0855 0.0386 -0.0326
H -4.275131 -2.190395 -2.574275 -0.0826 0.0402 -0.0979
H -2.962546 -5.242034 -1.703734 -0.0454 -0.0628 -0.0789
H -1.098741 -5.650662 -0.145834 0.0524 -0.0829 -0.0022
H -0.423354 -3.906375 1.450332 0.0891 0.0050 0.0750
H -1.369702 -0.487535 1.262751 0.0191 0.1081 -0.0001
H -0.513225 -1.700909 2.228012 0.0975 0.0092 -0.0019
H -2.207574 -1.321128 2.571712 0.0531 0.0756 0.0292
H -3.801000 -0.619241 -0.941392 -0.0457 0.1104 0.2080
H -5.645370 1.123016 1.460360 0.1066 -0.0741 -0.0549
H -5.545547 0.732722 -0.282731 0.0224 0.0279 0.1293
H -2.863411 3.339912 1.425764 -0.0831 -0.0356 0.0618
H -3.155240 1.892810 2.412559 0.0223 0.0458 0.0323
H -4.478303 3.022767 2.080878 0.0506 -0.0014 0.0028
H -3.042085 4.007766 -2.402358 -0.0692 0.0009 -0.0850
H -1.039469 5.419894 -2.711335 0.0085 0.0657 -0.0515
H 0.991994 4.998579 -1.318401 0.0814 0.1011 -0.0637
H 2.312584 2.140265 -1.595750 0.0637 -0.1134 -0.2186
H 2.415425 0.372796 -1.388119 -0.0238 0.0983 0.0026
H 4.696635 1.317498 -1.512568 -0.0092 0.0563 0.0501
H 4.315034 2.465981 -0.210139 0.0621 -0.1141 -0.1320
H 6.231279 -0.016680 -1.524271 0.0363 0.0835 -0.0102
H 7.102565 -2.189548 -2.173415 0.0586 0.0102 -0.0562
H 6.383889 -4.239444 -0.988696 0.0333 -0.0832 -0.0188
H 4.757171 -4.051214 0.863638 -0.0270 -0.0590 0.0427
H 3.843988 -1.902712 1.499813 -0.0716 0.0408 0.0604
H 4.046108 -0.016248 2.379957 -0.0089 0.0663 0.0145
H 3.887357 1.698022 1.958913 0.0284 -0.1013 0.0696
H 1.628013 0.767448 2.206102 0.0464 -0.2402 0.0396
H 1.977920 -0.490479 0.984030 -0.0208 0.0769 0.0152
H -0.977711 1.792689 0.629153 -0.1341 -0.1626 0.0938
```
Positions in Å, forces in eV/Å.


[2]
DFT (ωB97M-V/def2-TZVPD) results for C5H6O in the gas phase.

Computed properties:
Charge: 0
HOMO, eV: -9.7
Structure (SMILES): C#C[C@@H]1C[C@@H]1O
Frontier orbital gap, eV: 10.718
Energy, Eh: -269.25235
Energy relative to the best compared isomer or geometry (same formula, charge and spin), kJ/mol: 246.5
Largest force on an atom, eV Å⁻¹: 0.48

XYZ file:
```
12
Properties=species:S:1:pos:R:3:forces:R:3
C 2.322735 0.564625 -0.526400 -0.3673 -0.2189 0.2091
C 1.364298 0.110547 0.047504 0.3722 0.1923 -0.2427
C 0.178260 -0.478199 0.620586 0.1458 -0.0425 0.0684
C -0.847554 -0.971958 -0.388731 -0.1152 -0.1241 -0.1597
C -1.153817 0.219715 0.454301 -0.1190 -0.2221 0.1468
O -1.235897 1.485807 -0.109149 0.2112 0.0961 -0.0670
H 3.182041 0.884775 -1.072419 -0.1262 0.0675 0.1620
H 0.324291 -1.049858 1.532918 -0.0039 0.0849 -0.1604
H -0.590632 -0.763173 -1.423128 -0.0794 -0.0612 0.1574
H -1.337441 -1.922856 -0.207601 0.0013 0.1699 0.0300
H -1.867292 0.082871 1.264711 0.1724 0.0394 -0.0995
H -0.338993 1.837705 -0.192588 -0.0919 0.0187 -0.0444
```
Positions in Å, forces in eV/Å.


[3]
DFT (ωB97M-V/def2-TZVPD) results for 2 unconnected molecules or ions with the total composition C4H11NO in a non-equilibrium geometry.

Computed properties:
Charge: 0
HOMO, eV: -9.9
Structure (SMILES): CC(N)=O.CC
Frontier orbital gap, eV: 10.730
Energy, Eh: -289.00634
Energy relative to the best compared isomer or geometry (same formula, charge and spin), kJ/mol: 28.0
Largest force on an atom, eV Å⁻¹: 2.04

XYZ file:
```
17
Properties=species:S:1:pos:R:3:forces:R:3
C -0.613231 1.930720 0.643972 -0.5401 0.6287 -0.4251
C -1.599468 0.856576 1.114606 1.4099 0.7343 -1.2719
N -2.920586 1.035144 0.793022 0.6547 -0.6048 0.7971
O -1.149721 -0.127674 1.667802 -0.8784 0.1249 0.3013
H -1.054908 2.721811 0.023124 -0.2215 -0.1590 0.2400
H 0.180218 1.518417 0.026763 0.0538 -0.4248 0.2339
H -0.164118 2.423236 1.505203 0.0187 -0.1691 0.0868
H -3.468784 0.397833 1.343999 -0.7648 0.0588 -0.3942
H -3.316990 1.806715 0.274436 0.2819 -0.2099 0.4241
C 1.609949 -1.716546 -0.195190 -0.3312 -0.4142 -0.1221
C 1.940940 -1.345580 -1.634859 -0.1161 -0.3143 0.0526
H 0.533454 -1.877363 -0.121454 -0.0172 0.1836 0.2681
H 2.056110 -2.692573 -0.000007 0.1217 0.0253 0.1929
H 1.924679 -1.039572 0.596698 0.0027 0.2065 -0.1959
H 3.005707 -1.209299 -1.786577 0.1963 0.0599 -0.0820
H 1.417926 -0.473585 -2.027762 -0.0207 0.0828 0.1975
H 1.618828 -2.208253 -2.223780 0.1501 0.1913 -0.3031
```
Positions in Å, forces in eV/Å.


[4]
DFT (ωB97M-V/def2-TZVPD) results for 2 unconnected molecules or ions with the total composition C4H15N4.

Computed properties:
Charge: +1
HOMO, eV: -13.6
Frontier orbital gap, eV: 11.176
Energy, Eh: -380.22711
Energy relative to the best compared isomer or geometry (same formula, charge and spin), kJ/mol: 26.5
Largest force on an atom, eV Å⁻¹: 0.64

XYZ file:
```
23
Properties=species:S:1:pos:R:3:forces:R:3
C 1.490749 -0.036725 2.125198 -0.2199 -0.1470 0.0761
C 0.355999 -1.048457 2.164538 -0.0102 0.2342 0.2454
N -0.003365 -1.579244 0.844314 -0.1025 0.4776 0.1294
N 1.134488 1.185143 1.388033 -0.3250 -0.3234 -0.3685
H 1.739148 0.189177 3.164229 0.0846 -0.0199 0.0128
H 2.366768 -0.506438 1.672692 0.0610 0.1399 -0.0611
H 0.668522 -1.820365 2.871762 -0.1113 -0.1416 -0.0533
H -0.535098 -0.569356 2.578377 0.0093 -0.0309 0.0895
H -0.673806 -2.329106 0.944291 -0.1021 -0.1180 0.0606
H 0.813551 -1.986026 0.424864 0.3808 -0.2721 -0.2711
H 0.195383 1.471206 1.649305 0.0410 0.0620 0.1667
H 1.743207 1.941553 1.651991 0.2401 0.2508 0.0931
C -2.222180 -0.655906 -2.043594 0.2085 0.0321 -0.0954
N -1.017776 -0.105547 -1.421906 -0.1678 0.5064 0.3029
C -0.381627 0.893156 -1.967384 0.1133 -0.1373 0.1934
N 0.647240 1.501295 -1.423043 -0.2386 -0.1752 -0.0091
H -2.189458 -1.740510 -2.013076 -0.0368 -0.0467 0.0702
H -2.233103 -0.345975 -3.087004 -0.0818 -0.0572 -0.0058
H -3.125409 -0.288430 -1.562143 0.0104 -0.0498 0.1069
H -0.722367 -0.415484 -0.463504 -0.0651 -0.3695 -0.5141
H -0.717458 1.243983 -2.937355 0.0461 -0.0895 -0.0528
H 0.954723 1.323536 -0.438950 -0.0171 -0.0338 -0.1270
H 1.073770 2.218028 -1.973220 0.2833 0.3087 0.0113
```
Positions in Å, forces in eV/Å.


[5]
DFT (ωB97M-V/def2-TZVPD) results for a molecular structure, C14H21FeNP in a non-equilibrium geometry.

Computed properties:
Charge: -1
HOMO (spin up / spin down), eV: 0.6 / -2.8
Expectation value of S²: 6.0473
Frontier orbital gap (spin up / spin down), eV: 2.801 / 6.005
Energy, Eh: -2205.67363
Energy relative to the best compared isomer or geometry (same formula, charge and spin), kJ/mol: 86.9
2S+1: 5
Largest force on an atom, eV Å⁻¹: 3.83

XYZ file:
```
38
Properties=species:S:1:pos:R:3:forces:R:3
C 1.463627 -3.039692 0.275291 -1.1529 -3.1812 1.8047
Fe 1.018652 -1.317017 -1.138942 1.3966 -1.6649 -0.1426
N -0.395655 -1.402945 -2.723695 -1.4533 -0.6727 0.0564
H 2.691887 -1.941312 -1.240123 1.4211 0.7759 -1.4268
H -1.377673 -1.578128 -2.390886 1.1173 0.3845 -0.3150
H 2.434077 -2.727257 -0.638727 -2.1562 1.2904 0.2135
H 1.380025 -4.180081 0.097817 0.1003 1.3282 0.1414
H 0.401579 -2.797625 0.675802 1.4509 0.0490 -0.7512
H 2.124365 -2.981814 1.171028 -0.4339 0.2053 -0.3080
H -0.421661 -0.524023 -3.239787 -0.0368 0.0734 0.0675
H -0.230544 -2.148083 -3.407786 0.1171 0.2555 0.1427
C 2.128316 1.447558 0.724013 0.1228 0.3653 0.4448
P 0.797574 0.385270 0.160244 -1.0179 -0.3010 -0.2589
C -0.106713 -0.061516 1.682070 1.0552 0.8403 -0.1428
C 0.587526 -0.086156 2.915075 -1.0458 -0.2227 1.0538
C -0.056970 -0.547557 4.088699 0.8679 0.5959 -1.1320
C -1.392455 -0.947620 4.055988 -0.6055 -0.1011 -0.8053
C -2.084310 -0.931098 2.817367 0.9383 0.2136 0.3690
C -1.435791 -0.521895 1.653416 -0.9192 -0.2630 0.0936
C -0.136661 1.506573 -0.967704 0.8344 -0.1208 0.9255
C -1.530958 1.514195 -1.028988 -0.8713 0.4793 -0.2453
C -2.177038 2.024747 -2.146183 0.6854 0.4325 0.0090
C -1.419036 2.628129 -3.185084 -1.1570 -0.6559 -0.1772
C -0.038185 2.688033 -3.066981 1.0175 0.4913 -0.3652
C 0.614410 2.149280 -1.974747 -0.0560 0.0481 -0.0435
H 2.759856 0.869563 1.395713 0.1197 0.1604 0.0317
H 1.632765 2.272201 1.233049 0.4212 0.3061 0.2369
H 2.740959 1.807005 -0.105076 -0.1748 -0.1269 0.1015
H 1.588851 0.329031 3.018230 -0.1954 -0.2767 -0.1386
H 0.510000 -0.532800 5.016880 -0.1636 -0.0566 -0.0587
H -1.898207 -1.260171 4.959123 -0.0341 -0.0184 0.0311
H -3.133677 -1.196354 2.770568 0.0262 -0.1068 0.0346
H -2.009889 -0.486022 0.719702 0.3513 -0.2104 0.4754
H -2.110343 1.164901 -0.171441 0.1358 0.0353 -0.4650
H -3.258763 1.993063 -2.207429 -0.0238 0.0678 0.0045
H -1.930778 3.021592 -4.069553 0.2389 -0.1044 0.3335
H 0.565306 3.181667 -3.851043 -0.4082 -0.2302 0.4262
H 1.705532 2.226358 -1.875903 -0.5126 -0.0841 -0.2214
```
Positions in Å, forces in eV/Å.


[6]
DFT (ωB97M-V/def2-TZVPD) results for a molecular structure, C6H4O.

Computed properties:
Charge: 0
HOMO, eV: -9.3
Frontier orbital gap, eV: 9.950
Energy, Eh: -306.10972
Energy relative to the best compared isomer or geometry (same formula, charge and spin), kJ/mol: 267.3
Largest force on an atom, eV Å⁻¹: 0.66

XYZ file:
```
11
Properties=species:S:1:pos:R:3:forces:R:3
C -0.441348 2.044231 2.471980 0.1604 -0.4540 -0.4475
C -0.227128 1.239467 1.519420 0.0287 0.3764 0.2574
C 0.033747 0.415254 0.379249 0.0089 -0.2349 0.0964
C 0.275230 -0.920150 0.272412 -0.0147 0.1069 0.0727
C 0.336610 -1.199914 -1.124764 -0.0050 0.0847 -0.0955
C 0.145603 -0.008532 -1.749147 0.0255 -0.1857 -0.1016
O -0.052544 0.982636 -0.854575 -0.0359 0.0185 0.0505
H -1.080659 0.925635 2.368246 -0.1823 0.0838 0.1223
H 0.384808 -1.609261 1.098533 -0.0024 0.1046 -0.1438
H 0.497193 -2.159620 -1.594493 0.0121 0.1684 0.0414
H 0.128489 0.290254 -2.786861 0.0046 -0.0688 0.1478
```
Positions in Å, forces in eV/Å.